Entry 1:
Here is a cluster of 2 separate species, C5H10O in total from OMol25. Energies are from wB97M-V/def2-TZVPD.

XYZ file:
```
16
Properties=species:S:1:pos:R:3:forces:R:3
C 2.272 0.102 -0.609 0.03 0.00 -0.04
C 1.168 0.207 0.416 0.09 0.02 0.05
C -0.164 0.761 -0.004 -0.04 0.23 -0.05
C -3.355 -0.451 0.680 0.29 0.18 -0.23
O -2.950 -0.521 -0.560 -0.16 0.00 0.13
C -0.007 -0.712 0.323 0.00 -0.22 0.03
H 2.808 1.051 -0.714 -0.06 -0.13 0.01
H 1.857 -0.160 -1.590 0.07 0.04 0.14
H 2.995 -0.673 -0.335 -0.09 0.11 -0.03
H 1.489 0.467 1.423 -0.06 -0.04 -0.16
H -0.256 1.063 -1.047 0.04 -0.08 0.15
H -0.708 1.392 0.695 0.11 -0.13 -0.11
H -2.550 0.110 1.238 -0.21 -0.16 -0.06
H -2.071 -0.120 -0.733 -0.09 -0.08 0.23
H -0.455 -1.081 1.242 0.06 0.11 -0.16
H -0.021 -1.430 -0.494 0.01 0.15 0.10
```
Forces are in eV/Å.

HOMO energy   -8.598 eV
Kohn-Sham gap   9.515 eV
LUMO level   0.917 eV
Maximum force   0.405 eV Å⁻¹
Relative energy (zero: lowest compared OMol25 entry of this formula, charge and spin)   95.71 kcal per mole


Entry 2:
Here is a cluster of 2 separate species, C4H10FNO in total from OMol25. Energies are from wB97M-V/def2-TZVPD.

XYZ file:
```
17
Properties=species:S:1:pos:R:3:forces:R:3
C -0.601 1.594 -1.941 1.52 0.74 0.81
C 1.546 -1.395 1.580 1.89 3.48 -0.47
C -1.143 1.114 0.531 -0.46 1.81 2.02
C -0.310 0.754 -0.682 1.65 -0.69 -0.39
N -0.497 -0.710 -0.744 -1.00 1.56 2.26
O -1.088 2.125 1.217 0.06 -1.87 -1.76
F 1.088 1.160 -0.325 -1.73 -0.83 -0.37
H 0.111 1.409 -2.757 -0.21 -0.53 0.30
H -0.376 2.670 -1.685 -0.72 -1.09 -0.04
H -1.600 1.433 -2.282 -0.69 0.07 -0.20
H 1.309 -2.322 1.157 -0.07 -1.61 -0.04
H 2.089 -1.299 2.546 -0.66 -0.77 -0.59
H 0.673 -0.753 1.577 -0.19 -0.10 0.58
H -1.809 0.265 0.816 -0.14 0.50 0.08
H 0.237 -1.252 -1.146 0.54 -0.05 -0.28
H -0.739 -1.053 0.262 0.91 0.46 -2.77
H 2.200 -0.806 0.840 -0.73 -1.09 0.88
```
Forces are in eV/Å.

HOMO energy   -10.355 eV
Kohn-Sham gap   10.733 eV
SMILES string   C[C@@](N)(F)C=O.C
LUMO level   0.377 eV
Maximum force   3.987 eV Å⁻¹
Relative energy (zero: lowest compared OMol25 entry of this formula, charge and spin)   31.54 kcal per mole


Entry 3:
Here is an isolated molecule of C18H24F3N3O from OMol25. Energies are from wB97M-V/def2-TZVPD.

XYZ file:
```
49
Properties=species:S:1:pos:R:3:forces:R:3
O 0.554 0.700 -4.151 -0.04 0.85 0.81
F -2.109 -4.338 4.808 0.26 -0.27 -0.13
F -0.775 -5.385 6.143 0.41 0.14 -1.06
F -0.977 -6.032 4.039 0.47 1.02 0.78
N -0.012 -3.042 3.467 -1.30 -0.65 0.57
C 0.108 1.678 -3.545 0.49 -1.50 -0.52
C -0.476 -1.360 1.191 1.08 -0.07 0.52
C 0.491 -1.079 2.109 -1.89 0.26 -1.10
C 0.820 -2.026 3.192 0.92 -1.34 0.95
C 0.175 -3.892 4.493 1.72 0.73 -0.42
C 2.020 -1.935 3.931 -0.05 0.23 0.36
C 1.365 -3.828 5.242 -0.59 -0.89 0.70
C 2.286 -2.838 4.973 0.11 0.38 -1.45
N 0.737 2.218 -2.438 -1.15 0.51 -0.79
N 0.090 0.684 -0.072 -1.08 -0.24 -0.68
C -0.902 -4.940 4.860 -0.89 0.36 -0.26
C -0.914 -0.391 0.116 1.03 0.66 0.44
C -2.190 2.531 -2.924 -0.29 -1.15 0.53
C -1.954 1.530 -5.132 0.49 0.24 0.38
C -0.852 3.674 -4.686 0.77 0.12 0.12
C 1.109 0.302 2.157 -0.06 -0.06 0.29
C 0.446 1.307 1.208 -0.36 -0.84 -0.36
C 1.756 1.504 -1.699 -0.21 -0.24 0.25
C 1.184 0.290 -0.957 0.14 0.21 0.00
C -1.181 2.329 -4.042 -1.40 0.60 -0.87
H -0.904 -2.354 1.164 -0.15 -0.02 0.26
H 2.737 -1.144 3.705 -0.18 -0.25 0.06
H 1.584 -4.552 6.040 -0.32 0.36 -0.43
H 3.264 -2.844 5.448 -0.34 0.18 0.14
H 0.156 2.886 -1.934 0.51 -0.45 -0.03
H -1.850 0.083 0.394 -0.33 0.08 0.28
H -1.136 -0.884 -0.834 0.35 -0.04 0.08
H -2.425 1.538 -2.486 0.14 0.51 0.01
H -1.787 3.152 -2.155 0.10 0.52 0.79
H -3.157 2.948 -3.225 0.35 0.11 -0.33
H -1.344 1.448 -6.020 0.08 -0.22 -0.28
H -2.902 2.043 -5.397 0.62 -0.08 0.26
H -2.206 0.546 -4.771 -0.02 -0.44 0.02
H -0.311 4.301 -3.960 -0.26 0.13 -0.34
H -1.789 4.134 -4.993 0.12 0.26 -0.01
H -0.203 3.534 -5.571 -0.30 0.11 0.39
H 1.007 0.684 3.185 0.38 -0.07 -0.18
H 2.167 0.217 1.894 0.13 0.12 0.26
H 1.121 2.137 1.037 0.16 0.21 -0.11
H -0.468 1.738 1.661 0.30 -0.34 -0.25
H 2.228 2.183 -0.990 -0.17 0.23 0.05
H 2.555 1.201 -2.362 0.03 -0.21 -0.32
H 0.881 -0.465 -1.701 -0.37 0.45 0.31
H 1.984 -0.192 -0.411 0.59 -0.21 0.31
```
Forces are in eV/Å.

HOMO energy   -8.590 eV
Kohn-Sham gap   8.901 eV
SMILES string   CC(C)(C)C(=O)NCCN1CC=C(c2cccc(C(F)(F)F)n2)CC1
LUMO level   0.311 eV
Maximum force   2.207 eV Å⁻¹
Relative energy (zero: lowest compared OMol25 entry of this formula, charge and spin)   0.00 kcal per mole


Entry 4:
Here is a cluster of 2 separate species, C2H2I2P in total from OMol25. Energies are from wB97M-V/def2-TZVPD.

XYZ file:
```
7
Properties=species:S:1:pos:R:3:forces:R:3
C -0.689 0.768 0.954 -1.36 0.74 0.23
C -1.657 1.118 0.329 2.17 -0.80 1.23
P 1.458 -1.561 -1.917 0.21 1.16 1.02
I 1.808 -3.196 -0.278 -0.04 0.24 -0.26
I 1.644 0.551 -0.766 0.23 -1.48 -1.13
H -0.118 0.795 1.837 0.75 -0.53 0.38
H -2.446 1.525 -0.157 -1.97 0.68 -1.47
```
Forces are in eV/Å.

HOMO energy (alpha / beta)   -13.687 / -13.686 eV
Kohn-Sham gap (alpha / beta)   6.042 / 6.040 eV
LUMO level (alpha / beta)   -7.645 / -7.647 eV
Charge   +1
Maximum force   2.624 eV Å⁻¹
Relative energy (zero: lowest compared OMol25 entry of this formula, charge and spin)   40.21 kcal per mole


Entry 5:
Here is an isolated molecule of C4H9NOS from OMol25. Energies are from wB97M-V/def2-TZVPD.

XYZ file:
```
16
Properties=species:S:1:pos:R:3:forces:R:3
C 1.216 1.389 0.559 0.35 0.49 -0.16
C 0.180 0.877 -0.359 -0.36 0.34 -0.60
C -1.287 1.150 -0.162 0.22 -0.12 0.06
C 0.929 -2.540 -0.147 0.52 0.50 0.09
N 0.822 -0.001 0.580 1.42 -2.12 -0.19
O 2.119 -0.744 -1.681 0.38 0.15 -1.08
S 2.102 -1.131 -0.279 -2.42 0.55 1.78
H 2.188 1.640 0.150 0.02 0.03 -0.11
H 0.937 1.955 1.437 -0.05 0.03 0.11
H 0.483 0.754 -1.400 0.12 0.05 0.13
H -1.490 1.391 0.878 -0.09 0.02 0.08
H -1.869 0.272 -0.435 -0.11 -0.05 -0.03
H -1.596 1.981 -0.792 -0.07 0.09 -0.01
H 0.098 -2.356 -0.818 -0.06 0.15 -0.12
H 0.589 -2.574 0.881 -0.03 -0.05 0.15
H 1.436 -3.460 -0.417 0.15 -0.06 -0.08
```
Forces are in eV/Å.

HOMO energy   -9.242 eV
Kohn-Sham gap   10.135 eV
LUMO level   0.893 eV
Maximum force   3.056 eV Å⁻¹
Relative energy (zero: lowest compared OMol25 entry of this formula, charge and spin)   63.08 kcal per mole


Entry 6:
Here is an isolated molecule of C6H9N from OMol25. Energies are from wB97M-V/def2-TZVPD.

XYZ file:
```
16
Properties=species:S:1:pos:R:3:forces:R:3
C -1.082 1.699 0.258 -0.13 0.02 -0.01
C -0.104 0.638 -0.132 0.05 -0.05 0.14
C -0.089 -0.734 0.013 0.02 0.07 -0.01
C -1.241 -1.684 0.178 -0.07 -0.01 0.06
C 1.272 -1.147 -0.124 0.07 -0.06 -0.07
C 2.029 -0.039 -0.397 0.05 -0.08 0.00
N 1.183 1.034 -0.408 0.05 0.08 0.04
H -2.097 1.319 0.378 0.11 -0.03 -0.11
H -1.104 2.534 -0.451 -0.05 -0.15 0.00
H -0.769 2.110 1.227 -0.14 0.00 -0.11
H -0.955 -2.548 0.785 -0.01 0.13 0.01
H -1.557 -2.083 -0.794 0.04 0.10 0.10
H -2.123 -1.230 0.639 0.13 0.05 -0.01
H 1.643 -2.152 0.020 -0.03 0.08 -0.18
H 3.088 0.089 -0.564 -0.14 -0.09 -0.03
H 1.438 1.972 -0.664 0.03 -0.05 0.17
```
Forces are in eV/Å.

HOMO energy   -7.793 eV
Kohn-Sham gap   8.851 eV
SMILES string   Cc1cc[nH]c1C
LUMO level   1.058 eV
Maximum force   0.197 eV Å⁻¹
Relative energy (zero: lowest compared OMol25 entry of this formula, charge and spin)   4.75 kcal per mole